Entry from the OMol25 dataset: a cluster of 12 separate species, C38H108N8O12 in total in a non-equilibrium geometry (ωB97M-V with the def2-TZVPD basis set).

## Properties
- LUMO (eV) = 0.182
- SMILES string = COC[C@H](C)N.COC[C@H](C)N.COC[C@H](C)N.COC[C@H](C)N.COC[C@H](C)N.COC[C@H](C)N.COC[C@H](C)N.COC[C@H](C)N.CCO.CCO.CCO.O
- energy relative to the best compared isomer or geometry (same formula, charge and spin) (kJ/mol) = 242.7
- F_max (eV/Å) = 2.46
- electronic energy (hartree) = -2853.234138
- HOMO-LUMO gap (eV) = 9.4
- total charge = 0

Structure (XYZ):
```
166
C38H108N8O12 (ωB97M-V with the def2-TZVPD basis set)
C 4.69525 -5.88908 -2.72327
C 3.55511 -4.98323 -3.08295
O 4.07984 -3.70038 -3.20643
H 5.52460 -5.76557 -3.41970
H 4.38823 -6.93156 -2.80738
H 5.12106 -5.57233 -1.77119
H 2.89343 -4.88889 -2.22193
H 2.96196 -5.23796 -3.96124
H 3.47410 -3.14041 -3.69746
C 6.02116 -1.88890 0.30678
C 5.27096 -0.72189 0.89640
O 4.30569 -0.28301 -0.13139
H 5.36591 -2.75329 0.19914
H 6.74850 -2.27063 1.02327
H 6.56027 -1.65507 -0.61125
H 5.97235 0.05146 1.20955
H 4.74027 -0.92960 1.82556
H 3.44004 -0.60874 0.12580
C 2.92579 3.11451 2.18892
C 2.31647 2.27669 3.28103
O 2.13378 3.08671 4.41262
H 2.47349 4.10066 2.08396
H 2.84570 2.51327 1.28327
H 3.97439 3.30065 2.42106
H 3.04215 1.48910 3.48397
H 1.30645 1.96727 3.01228
H 1.72682 2.57412 5.11492
C 0.98054 -1.32315 -1.70374
C 0.88954 -0.30941 -0.52458
C -0.48350 0.25364 -0.22187
O -0.43226 1.19969 0.92711
C -1.77841 1.76332 1.15789
N 1.60559 -0.84481 0.62143
H 1.85363 -1.97569 -1.70684
H 0.90088 -0.72107 -2.60887
H 0.07613 -1.92816 -1.63961
H 1.46199 0.58264 -0.77885
H -1.14825 -0.57259 0.03025
H -1.00030 0.73801 -1.05036
H -2.57359 1.01989 1.21373
H -2.06917 2.51509 0.42414
H -1.59549 2.30383 2.08659
H 0.88695 -1.39731 1.06685
H 1.48623 -0.04466 1.22609
C 2.97922 -2.11525 3.85095
C 4.28030 -2.51848 4.55746
C 4.78922 -1.50880 5.58760
O 3.76350 -1.25319 6.51750
C 4.10911 -0.19469 7.38535
N 3.90585 -3.79340 5.26517
H 3.02503 -1.06812 3.55177
H 2.11932 -2.08129 4.51992
H 2.76037 -2.72489 2.97428
H 5.03642 -2.59175 3.77579
H 5.04602 -0.56659 5.10347
H 5.66915 -1.96434 6.04180
H 3.26486 -0.01526 8.05104
H 4.15637 0.67699 6.73264
H 5.05027 -0.40969 7.89142
H 4.71901 -4.04625 5.80825
H 3.25094 -3.57750 6.00314
C 2.82153 1.24299 -4.36178
C 2.88211 1.55589 -5.82722
C 1.65861 0.90715 -6.57914
O 1.55189 -0.54376 -6.48421
C 0.39760 -1.08386 -7.06884
N 2.78192 3.02568 -5.96137
H 2.70442 0.16015 -4.31887
H 1.90591 1.60066 -3.89082
H 3.73978 1.43671 -3.80736
H 3.82555 1.13843 -6.17898
H 1.68738 1.29110 -7.59887
H 0.78277 1.41029 -6.16945
H 0.22114 -2.11861 -6.77515
H 0.52275 -1.01587 -8.14950
H -0.54948 -0.61447 -6.80274
H 2.78359 3.19566 -6.95697
H 1.84251 3.19807 -5.63292
C -2.77576 4.47171 -3.94107
C -2.79698 4.99134 -2.44740
C -1.43858 5.19326 -1.80602
O -0.65797 3.94647 -2.05212
C 0.42967 3.75346 -1.15324
N -3.54355 6.21268 -2.51472
H -3.78425 4.37226 -4.34250
H -2.43524 3.43627 -3.94581
H -2.16774 5.12574 -4.56609
H -3.35878 4.30556 -1.81323
H -1.56240 5.40417 -0.74381
H -0.92788 6.10246 -2.12325
H 0.12811 3.75667 -0.10579
H 1.09934 4.61235 -1.19734
H 0.95675 2.83534 -1.41270
H -3.62733 6.59670 -1.58434
H -4.48960 6.03357 -2.81970
C -2.29780 1.36667 5.80982
C -1.09648 1.97203 5.15912
C -1.17832 3.52237 5.25036
O -1.62497 3.98638 6.54976
C -1.59288 5.39261 6.63155
N 0.09724 1.56681 5.88750
H -2.39398 0.28158 5.84764
H -3.15972 1.87190 5.37400
H -2.27747 1.50064 6.89137
H -1.14721 1.62045 4.12863
H -1.74215 3.88384 4.39039
H -0.22281 3.96659 4.97147
H -1.72957 5.66629 7.67774
H -2.36541 5.89862 6.05255
H -0.61608 5.78551 6.34944
H -0.08054 1.58097 6.88162
H 0.14637 0.56829 5.74383
C -2.00840 -0.34500 -4.17109
C -2.69146 -1.65030 -4.54427
C -2.93916 -2.59427 -3.31353
O -3.79844 -3.74476 -3.67727
C -4.05702 -4.66554 -2.61241
N -3.96666 -1.39367 -5.22897
H -1.00046 -0.63022 -3.86973
H -2.39978 0.08988 -3.25141
H -2.01621 0.40834 -4.95882
H -2.13556 -2.13105 -5.34923
H -3.37449 -2.00877 -2.50373
H -1.97808 -3.03249 -3.04448
H -3.08384 -5.02056 -2.27330
H -4.63411 -5.51528 -2.97712
H -4.60863 -4.33723 -1.73149
H -3.91491 -1.52582 -6.22896
H -4.48357 -2.22534 -4.98154
C -7.86971 0.93496 1.35024
C -7.20034 2.19531 0.79218
C -5.84801 2.04967 0.13360
O -5.93392 1.09645 -0.95242
C -4.66171 0.95919 -1.50841
N -8.16409 2.71131 -0.11342
H -8.09260 0.16806 0.60843
H -8.79862 1.25000 1.82561
H -7.25680 0.48430 2.13085
H -7.13238 2.99227 1.53268
H -5.14998 1.74070 0.91167
H -5.52123 3.04561 -0.16542
H -3.87029 0.85366 -0.76638
H -4.39833 1.79400 -2.15788
H -4.62762 0.10131 -2.17996
H -7.83758 3.54745 -0.57641
H -8.17251 2.05402 -0.88023
C 0.59609 -6.03432 0.64430
C 0.64218 -4.49549 0.72624
C -0.29412 -3.81125 1.74031
O -0.33302 -2.40841 1.63887
C -0.70610 -1.65423 2.75908
N 2.02794 -4.12743 0.98943
H -0.37570 -6.51957 0.55340
H 0.93851 -6.43389 1.59886
H 1.18145 -6.38399 -0.20610
H 0.28428 -4.21613 -0.26470
H -0.02877 -4.04655 2.77099
H -1.30885 -4.13699 1.51158
H -0.55528 -0.58461 2.61328
H -0.26694 -1.91501 3.72201
H -1.78818 -1.75762 2.83978
H 1.91924 -3.12408 0.94963
H 2.48429 -4.32021 0.10927
O 2.35031 -2.49483 -4.94533
H 2.86817 -2.60256 -5.74310
H 1.81580 -1.71788 -5.10926
```